{"formula": "C2H2F2LiOPb", "method": "ωB97M-V with the def2-TZVPD basis set", "total_charge": 2, "multiplicity": 2, "orbital_gap_ha": [0.360, 0.302], "s_squared": 0.764, "e_homo_ha": [-0.715, -0.716], "species": ["F", "O", "Pb", "Li", "C", "C", "H", "F", "H"], "positions_angstrom": [[0.429, 3.103, 0.357], [-0.408, 0.107, -0.770], [-0.907, 2.243, -0.684], [1.814, 2.731, 1.358], [0.142, -1.266, -0.643], [-0.661, -1.544, 0.380], [-0.116, -2.618, 0.392], [1.442, -1.080, -0.629], [-1.733, -1.675, 0.239]], "nbo_charge": [-0.86, -0.71, 1.78, 0.99, 0.72, -0.29, 0.29, -0.24, 0.29]}



{"formula": "C5H7NO", "method": "ωB97M-V with the def2-TZVPD basis set", "e_above_lowest_ev": 4.8084, "smiles": "C1=N[C@@]12CO2.C=C", "total_charge": 0, "orbital_gap_ha": 0.400, "e_homo_ha": -0.365, "species": ["C", "C", "C", "C", "O", "C", "N", "H", "H", "H", "H", "H", "H", "H"], "positions_angstrom": [[-2.385, -0.664, -0.064], [-1.471, -0.976, 0.850], [1.355, 0.539, -0.567], [2.425, -0.027, 0.211], [1.538, -0.836, -0.623], [0.267, 1.417, -0.743], [1.153, 1.481, -1.661], [-0.697, 1.853, -0.509], [-3.392, -0.356, 0.208], [-2.166, -0.722, -1.128], [-1.695, -0.931, 1.914], [-0.469, -1.290, 0.564], [3.448, 0.036, -0.156], [2.313, -0.185, 1.283]], "nbo_charge": [-0.40, -0.39, 0.24, -0.13, -0.49, 0.06, -0.29, 0.22, 0.19, 0.20, 0.19, 0.21, 0.20, 0.19]}



{"formula": "C42H51ClNO4PPt", "method": "ωB97M-V with the def2-TZVPD basis set", "e_above_lowest_ev": 0.0000, "total_charge": 0, "orbital_gap_ha": 0.280, "e_homo_ha": -0.290, "species": ["Pt", "C", "C", "C", "C", "C", "C", "C", "C", "C", "C", "C", "C", "C", "C", "C", "N", "H", "H", "H", "H", "H", "H", "H", "H", "H", "H", "O", "P", "C", "C", "C", "C", "C", "C", "C", "C", "C", "C", "C", "C", "C", "C", "C", "C", "C", "C", "H", "H", "H", "H", "H", "H", "H", "H", "H", "H", "H", "H", "H", "H", "H", "H", "H", "H", "H", "H", "H", "H", "H", "H", "H", "H", "H", "H", "H", "H", "H", "H", "H", "C", "C", "C", "C", "Cl", "C", "C", "C", "O", "C", "C", "O", "O", "H", "H", "H", "H", "H", "H", "H", "H"], "positions_angstrom": [[-0.082, 1.517, -1.802], [0.127, 1.350, -6.041], [0.318, 2.690, -6.372], [0.442, 3.632, -5.369], [0.357, 3.233, -4.036], [0.127, 1.895, -3.693], [0.035, 0.952, -4.716], [0.518, 4.113, -2.884], [0.585, 5.521, -3.013], [0.712, 6.302, -1.914], [0.746, 5.696, -0.638], [0.841, 6.456, 0.549], [0.836, 5.847, 1.771], [0.717, 4.447, 1.844], [0.630, 3.687, 0.710], [0.663, 4.289, -0.563], [0.598, 3.505, -1.695], [0.036, 0.613, -6.830], [0.381, 2.989, -7.410], [0.616, 4.668, -5.632], [-0.131, -0.089, -4.469], [0.522, 5.954, -3.999], [0.771, 7.380, -1.994], [0.905, 7.534, 0.466], [0.903, 6.434, 2.677], [0.675, 3.965, 2.814], [0.465, 2.624, 0.755], [-0.123, 0.761, 0.298], [0.894, -0.152, 0.967], [2.521, 0.723, 0.933], [3.554, 0.501, 2.051], [4.489, -0.678, 1.820], [5.182, -0.543, 0.467], [4.162, -0.442, -0.665], [3.197, 0.724, -0.450], [0.945, -1.743, 0.066], [-0.478, -2.191, -0.374], [-0.897, -3.477, 0.329], [0.025, -4.639, -0.047], [1.485, -4.176, -0.165], [1.727, -2.922, 0.671], [0.405, -0.241, 2.717], [1.149, -1.253, 3.626], [0.228, -2.373, 4.100], [-0.948, -1.818, 4.910], [-1.519, -0.526, 4.292], [-1.124, -0.379, 2.827], [2.127, 1.728, 1.099], [3.068, 0.436, 3.026], [4.167, 1.409, 2.079], [3.927, -1.613, 1.853], [5.223, -0.732, 2.626], [5.864, -1.379, 0.297], [5.793, 0.367, 0.474], [3.614, -1.384, -0.743], [4.672, -0.307, -1.621], [2.443, 0.766, -1.243], [3.766, 1.657, -0.531], [1.484, -1.428, -0.837], [-0.465, -2.364, -1.452], [-1.207, -1.395, -0.228], [-1.924, -3.717, 0.073], [-0.892, -3.325, 1.411], [-0.301, -5.069, -0.998], [-0.060, -5.434, 0.697], [1.730, -3.949, -1.208], [2.167, -4.968, 0.146], [2.792, -2.701, 0.693], [1.423, -3.117, 1.700], [0.657, 0.773, 3.058], [1.525, -0.722, 4.506], [2.030, -1.665, 3.133], [0.794, -3.088, 4.701], [-0.148, -2.928, 3.239], [-0.619, -1.621, 5.933], [-1.731, -2.576, 4.975], [-1.151, 0.349, 4.838], [-2.605, -0.515, 4.385], [-1.595, 0.491, 2.373], [-1.480, -1.244, 2.258], [-4.123, -4.081, -1.457], [-4.240, -2.918, -0.515], [-4.483, -3.097, 0.836], [-4.554, -2.006, 1.688], [-4.837, -2.273, 3.390], [-4.399, -0.723, 1.209], [-4.165, -0.522, -0.147], [-4.081, -1.614, -1.003], [-3.860, -1.530, -2.340], [-3.779, -0.238, -2.916], [-2.638, 0.674, -2.462], [-2.866, 1.874, -2.446], [-1.524, 0.080, -2.177], [-4.265, -5.023, -0.928], [-3.144, -4.092, -1.940], [-4.861, -4.013, -2.257], [-4.611, -4.097, 1.232], [-4.457, 0.123, 1.881], [-4.024, 0.487, -0.508], [-4.714, 0.302, -2.756], [-3.650, -0.406, -3.985]], "mulliken_charge": [2.14, -0.65, -0.97, -0.42, 1.13, -0.54, -0.58, 0.78, -1.09, -0.93, 1.35, -0.86, -0.89, -0.34, 0.75, -0.20, 0.14, 0.43, 0.38, 0.35, 0.47, 0.31, 0.42, 0.42, 0.38, 0.51, -0.09, -1.76, -1.44, 1.85, -1.36, -0.45, -1.16, -0.26, -0.85, 0.73, -0.01, 1.09, -0.95, -1.18, -0.26, 0.51, -1.10, -0.55, -1.03, -1.05, -0.41, -1.13, 0.51, 0.53, 0.11, 0.43, 0.48, 0.42, -0.01, 0.53, -0.16, 0.66, 0.82, 0.61, -0.02, -0.56, -0.67, 0.41, 0.33, 0.33, 0.48, 0.16, 0.11, 0.70, 0.49, 0.34, 0.61, -0.19, 0.42, 0.34, 0.36, 0.42, 0.68, -0.40, -1.41, 0.65, -0.31, 0.19, -0.24, -0.85, -0.67, 0.71, -0.50, -1.00, 0.70, -0.67, -0.54, 0.37, 0.25, 0.38, 0.43, 0.39, 0.48, 0.37, 0.40]}



{"formula": "C12H33BrN3O3", "method": "ωB97M-V with the def2-TZVPD basis set", "total_charge": 0, "multiplicity": 2, "orbital_gap_ha": [0.370, 0.197], "s_squared": 0.752, "e_homo_ha": [-0.348, -0.348], "species": ["Br", "C", "C", "C", "O", "C", "N", "H", "H", "H", "H", "H", "H", "H", "H", "H", "H", "H", "C", "C", "C", "O", "C", "N", "H", "H", "H", "H", "H", "H", "H", "H", "H", "H", "H", "C", "C", "C", "O", "C", "N", "H", "H", "H", "H", "H", "H", "H", "H", "H", "H", "H"], "positions_angstrom": [[-22.801, -17.866, -14.861], [-19.290, -16.348, -12.074], [-20.281, -16.656, -10.889], [-20.341, -15.552, -9.788], [-19.010, -15.293, -9.188], [-18.972, -14.259, -8.187], [-21.594, -16.787, -11.560], [-18.273, -16.326, -11.684], [-19.586, -15.427, -12.577], [-19.279, -17.013, -12.938], [-20.205, -17.629, -10.403], [-21.059, -15.831, -9.017], [-20.716, -14.633, -10.240], [-19.104, -14.775, -7.237], [-19.764, -13.521, -8.316], [-18.056, -13.692, -8.023], [-22.020, -15.884, -11.407], [-21.321, -16.817, -12.532], [-27.185, -16.297, -13.981], [-26.485, -16.768, -12.714], [-27.503, -16.957, -11.594], [-28.209, -15.753, -11.245], [-27.424, -14.655, -10.822], [-25.772, -18.038, -13.033], [-28.027, -15.615, -13.865], [-27.500, -17.128, -14.612], [-26.493, -15.734, -14.607], [-25.728, -16.056, -12.386], [-27.069, -17.378, -10.687], [-28.255, -17.654, -11.965], [-26.874, -14.880, -9.909], [-28.093, -13.817, -10.629], [-26.680, -14.236, -11.500], [-26.534, -18.628, -13.335], [-25.266, -17.927, -13.900], [-24.069, -16.556, -20.308], [-24.018, -16.349, -18.796], [-25.367, -16.753, -18.200], [-25.646, -18.196, -18.152], [-26.869, -18.453, -17.451], [-22.910, -17.126, -18.284], [-23.150, -16.463, -20.887], [-24.755, -15.797, -20.684], [-24.409, -17.571, -20.513], [-23.882, -15.296, -18.552], [-26.105, -16.130, -18.705], [-25.304, -16.354, -17.188], [-27.684, -17.793, -17.748], [-26.648, -18.372, -16.387], [-27.227, -19.480, -17.524], [-23.382, -18.018, -18.262], [-22.899, -16.959, -17.288]], "nbo_charge": [0.02, -0.64, -0.07, -0.06, -0.56, -0.25, -0.81, 0.23, 0.20, 0.21, 0.20, 0.18, 0.16, 0.17, 0.17, 0.19, 0.34, 0.35, -0.64, -0.09, -0.06, -0.54, -0.26, -0.80, 0.22, 0.20, 0.20, 0.19, 0.18, 0.18, 0.17, 0.19, 0.16, 0.33, 0.35, -0.62, -0.07, -0.08, -0.56, -0.25, -0.81, 0.22, 0.20, 0.21, 0.18, 0.18, 0.16, 0.18, 0.16, 0.20, 0.35, 0.34]}



| no. | energy (eV) |
| --- | --- |
| 1 | -15019.409 |
| 2 | -8831.394 |
| 3 | -79123.525 |
| 4 | -93629.705 |